{"formula": "C3H5ClNO", "method": "ωB97M-V/def2-TZVPD", "lumo_ev": -6.075, "e_tot_ev": -19241.2351, "homo_energy_ha": -0.583, "total_charge": 1, "mol_weight_g_mol": 106.53, "e_above_lowest_kcal_mol": 42.6, "symbols": ["C", "C", "C", "N", "O", "Cl", "H", "H", "H", "H", "H"], "coordinates": [[-1.65, 1.71, 0.02], [1.25, -1.18, 0.63], [0.53, -0.91, -0.62], [-0.84, 0.80, 0.33], [-0.35, -0.01, -0.72], [-2.27, 2.24, -1.47], [-1.99, 2.37, 0.76], [2.42, -0.99, 0.59], [0.83, -0.58, 1.34], [1.15, -2.27, 0.75], [0.93, -1.20, -1.60]], "mulliken_charge": [0.103, -0.835, 0.311, -0.423, 0.076, -0.024, 0.399, 0.336, 0.360, 0.313, 0.383]}



{"formula": "C3H5ClNP", "method": "ωB97M-V/def2-TZVPD", "lumo_ev": [-4.484, -4.565], "e_tot_ev": -26488.2507, "homo_energy_ha": [-0.288, -0.283], "total_charge": 0, "mol_weight_g_mol": 121.51, "e_above_lowest_kcal_mol": 118.1, "symbols": ["C", "C", "C", "N", "P", "Cl", "H", "H", "H", "H", "H"], "coordinates": [[-2.50, 0.89, -2.21], [-0.31, 0.07, 1.25], [0.77, -0.59, 0.43], [-1.48, 1.00, -1.72], [2.15, 0.38, -0.49], [1.47, 0.15, -2.36], [-0.02, 0.72, 2.10], [-0.93, 0.51, 0.53], [-0.85, -0.70, 1.72], [0.35, -1.18, -0.32], [1.35, -1.25, 1.06]], "mulliken_charge": [-0.397, -0.957, -0.600, -0.440, 0.529, 0.048, 0.338, 0.297, 0.296, 0.404, 0.483]}



{"formula": "C3H5ClO", "method": "ωB97M-V/def2-TZVPD", "lumo_ev": 0.781, "e_tot_ev": -17759.3733, "homo_energy_ha": -0.340, "total_charge": 0, "mol_weight_g_mol": 92.53, "e_above_lowest_kcal_mol": 55.4, "smiles": "O[C@@H]1C[C@H]1Cl", "symbols": ["O", "C", "C", "C", "Cl", "H", "H", "H", "H", "H"], "coordinates": [[-0.85, -2.01, -0.23], [-0.37, -0.76, -0.57], [1.20, -0.41, -0.55], [0.29, -0.17, 0.54], [-0.08, 1.66, 0.48], [-0.98, -2.41, -1.08], [-1.05, -0.36, -1.37], [1.11, 0.37, -1.30], [2.20, -0.99, -0.56], [0.11, -0.72, 1.56]], "mulliken_charge": [-0.528, -0.152, -0.727, 0.120, -0.248, 0.308, 0.354, 0.300, 0.251, 0.322]}



{"formula": "C3H5ClO2", "method": "ωB97M-V/def2-TZVPD", "lumo_ev": 0.747, "e_tot_ev": -19807.2836, "homo_energy_ha": -0.354, "total_charge": 0, "mol_weight_g_mol": 108.52, "e_above_lowest_kcal_mol": 58.8, "smiles": "O[C@H]1C(Cl)[C@@H]1O", "symbols": ["O", "C", "C", "Cl", "C", "O", "H", "H", "H", "H", "H"], "coordinates": [[1.83, -0.13, -0.50], [0.76, 0.30, 0.20], [-0.46, 0.56, -0.63], [-0.51, -0.05, -2.31], [-0.48, -0.55, 0.34], [-1.35, -0.32, 1.41], [2.50, -0.36, 0.15], [1.00, 1.05, 0.98], [-0.74, 1.66, -0.68], [-0.34, -1.62, -0.01], [-2.21, -0.52, 1.03]], "mulliken_charge": [-0.483, -0.085, -0.121, -0.208, -0.272, -0.526, 0.326, 0.340, 0.352, 0.332, 0.345]}



{"formula": "C3H5ClOS", "method": "ωB97M-V/def2-TZVPD", "lumo_ev": 0.338, "e_tot_ev": -28596.1815, "homo_energy_ha": -0.348, "total_charge": 0, "mol_weight_g_mol": 124.59, "e_above_lowest_kcal_mol": 22.1, "smiles": "O=C[C@H](Cl)CS", "symbols": ["O", "C", "C", "Cl", "C", "S", "H", "H", "H", "H", "H"], "coordinates": [[0.56, -1.19, 1.83], [0.12, -1.41, 0.72], [-0.77, -0.42, 0.12], [-1.61, -0.94, -1.42], [-0.14, 0.98, -0.18], [1.31, 0.69, -1.30], [0.27, -2.25, 0.16], [-1.56, -0.15, 0.88], [0.32, 1.44, 0.64], [-0.76, 1.72, -0.66], [2.27, 1.54, -0.79]], "mulliken_charge": [-0.471, -0.055, 0.056, -0.167, -0.820, -0.225, 0.443, 0.282, 0.403, 0.407, 0.146]}



{"formula": "C3H5ClS", "method": "ωB97M-V/def2-TZVPD", "lumo_ev": -0.800, "e_tot_ev": -26547.6688, "homo_energy_ha": -0.317, "total_charge": 0, "mol_weight_g_mol": 108.59, "e_above_lowest_kcal_mol": 30.0, "smiles": "S=C=CCl.C", "symbols": ["S", "C", "C", "Cl", "H", "C", "H", "H", "H", "H"], "coordinates": [[-1.23, 2.55, 1.00], [-1.04, 1.05, 1.46], [-0.82, -0.19, 1.83], [-1.06, -1.62, 1.03], [-0.51, -0.30, 2.85], [0.94, -0.31, -1.63], [1.38, 0.55, -1.21], [0.55, -0.10, -2.65], [1.70, -1.02, -1.75], [0.09, -0.61, -0.93]], "mulliken_charge": [-0.292, 0.162, -0.059, -0.140, 0.326, -0.747, 0.252, 0.248, 0.290, -0.039]}



{"formula": "C3H5ClS", "method": "ωB97M-V/def2-TZVPD", "lumo_ev": [0.012, -0.074], "e_tot_ev": -26546.8034, "homo_energy_ha": [-0.285, -0.281], "total_charge": 0, "mol_weight_g_mol": 108.59, "e_above_lowest_kcal_mol": 50.0, "symbols": ["C", "C", "C", "S", "Cl", "H", "H", "H", "H", "H"], "coordinates": [[-0.34, 2.05, 0.13], [1.65, 0.00, 0.05], [0.85, -1.28, -0.11], [1.26, 1.67, -0.04], [3.40, -0.39, -0.03], [-0.48, 3.00, 0.61], [-1.22, 1.49, 0.13], [-0.21, -1.03, -0.02], [1.16, -2.02, 0.66], [0.93, -1.80, -1.09]], "mulliken_charge": [-0.663, 0.366, -0.872, -0.003, -0.214, 0.260, 0.314, 0.250, 0.285, 0.278]}



{"formula": "C3H5ClS", "method": "ωB97M-V/def2-TZVPD", "lumo_ev": [-1.483, -1.487], "e_tot_ev": -26545.7932, "homo_energy_ha": [-0.311, -0.311], "total_charge": 0, "mol_weight_g_mol": 108.59, "e_above_lowest_kcal_mol": 73.3, "symbols": ["C", "C", "C", "S", "Cl", "H", "H", "H", "H", "H"], "coordinates": [[-0.46, -1.48, -1.96], [-0.07, -1.25, -0.75], [0.28, 1.61, 1.55], [0.75, 1.39, -0.17], [0.16, -2.06, 0.66], [-0.75, -2.47, -2.30], [-0.50, -0.69, -2.69], [1.00, 2.28, 2.00], [0.31, 0.64, 2.05], [-0.72, 2.04, 1.61]], "mulliken_charge": [-0.414, 0.079, -0.669, -0.144, -0.083, 0.265, 0.235, 0.272, 0.210, 0.247]}



{"formula": "C3H5ClS", "method": "ωB97M-V/def2-TZVPD", "lumo_ev": 0.649, "e_tot_ev": -26547.1336, "homo_energy_ha": -0.353, "total_charge": 0, "mol_weight_g_mol": 108.59, "e_above_lowest_kcal_mol": 42.4, "smiles": "C=C=CCl.S", "symbols": ["C", "C", "C", "Cl", "H", "H", "H", "S", "H", "H"], "coordinates": [[-2.19, -0.36, -0.48], [-1.34, -0.65, 0.39], [-0.46, -0.91, 1.29], [-0.13, -2.60, 1.75], [-1.98, -0.21, -1.61], [-3.26, -0.19, -0.33], [0.17, -0.29, 1.85], [2.76, 1.99, -0.59], [2.98, 0.61, -0.71], [3.44, 2.62, -1.56]], "mulliken_charge": [-0.507, 0.200, -0.332, -0.190, 0.204, 0.239, 0.385, -0.317, 0.166, 0.152]}



{"formula": "C3H5ClSi", "method": "ωB97M-V/def2-TZVPD", "lumo_ev": [-0.576, -0.129], "e_tot_ev": -23586.4515, "homo_energy_ha": [-0.300, -0.267], "total_charge": 0, "mol_weight_g_mol": 104.61, "e_above_lowest_kcal_mol": 108.6, "symbols": ["C", "C", "C", "Si", "Cl", "H", "H", "H", "H", "H"], "coordinates": [[-0.73, 1.74, 0.80], [-0.40, 1.38, -0.31], [-1.19, -1.91, -0.13], [0.23, 0.53, -1.71], [-1.76, -1.02, 1.16], [-0.91, 1.97, 1.77], [-0.31, -2.54, -0.04], [-1.99, -2.23, -0.88], [1.68, 0.84, -1.99], [-0.55, 0.23, -2.84]], "mulliken_charge": [0.123, -0.512, -0.636, 0.170, -0.085, 0.421, 0.345, 0.291, -0.052, -0.066]}



{"formula": "C3H5CoO4", "method": "ωB97M-V/def2-TZVPD", "multiplicity": 6, "lumo_ev": [-5.107, -9.005], "e_tot_ev": -48996.5094, "homo_energy_ha": [-0.473, -0.560], "total_charge": 1, "mol_weight_g_mol": 164.00, "e_above_lowest_kcal_mol": 0.0, "symbols": ["C", "C", "O", "Co", "H", "H", "H", "H", "H", "O", "C", "O", "O"], "coordinates": [[1.11, 2.98, -0.52], [1.85, 2.23, -1.58], [1.39, 1.02, -1.94], [1.41, -0.61, -1.27], [1.79, 3.66, 0.01], [0.28, 3.56, -0.94], [0.67, 2.26, 0.21], [3.29, 0.59, 0.28], [2.52, 2.75, -2.29], [2.98, -0.44, -0.02], [2.37, -1.39, 0.79], [1.41, -1.92, 0.13], [2.77, -1.59, 1.92]], "lowdin_spin": [0.140, 0.719, 0.761, 2.900, 0.012, 0.035, 0.005, 0.010, 0.062, 0.133, 0.006, 0.170, 0.047]}



{"formula": "C3H5CuNaO4", "method": "ωB97M-V/def2-TZVPD", "multiplicity": 2, "lumo_ev": [-1.278, -1.282], "e_tot_ev": -60433.4949, "homo_energy_ha": [-0.195, -0.279], "total_charge": 0, "mol_weight_g_mol": 191.61, "e_above_lowest_kcal_mol": 0.0, "symbols": ["Na", "O", "C", "H", "H", "C", "O", "C", "O", "O", "Cu", "H", "H", "H"], "coordinates": [[1.87, -2.08, -2.87], [0.97, -2.40, -0.94], [0.77, -1.61, 0.14], [1.56, -1.47, 0.91], [0.10, -2.18, 0.83], [0.66, -0.02, -0.49], [-0.49, 0.46, 0.27], [-0.71, 1.73, 0.54], [-0.05, 2.66, 0.17], [-1.96, 1.76, 1.03], [-2.65, -0.43, 1.04], [0.51, 0.56, -1.41], [1.68, 0.34, -0.31], [-2.29, 2.67, 1.10]], "lowdin_spin": [0.018, 0.005, 0.012, 0.000, 0.013, 0.006, 0.091, 0.025, 0.006, 0.117, 0.700, 0.001, 0.001, 0.006]}



Repeat the seventh record exactly.
{"formula": "C3H5ClS", "method": "ωB97M-V/def2-TZVPD", "lumo_ev": [0.012, -0.074], "e_tot_ev": -26546.8034, "homo_energy_ha": [-0.285, -0.281], "total_charge": 0, "mol_weight_g_mol": 108.59, "e_above_lowest_kcal_mol": 50.0, "symbols": ["C", "C", "C", "S", "Cl", "H", "H", "H", "H", "H"], "coordinates": [[-0.34, 2.05, 0.13], [1.65, 0.00, 0.05], [0.85, -1.28, -0.11], [1.26, 1.67, -0.04], [3.40, -0.39, -0.03], [-0.48, 3.00, 0.61], [-1.22, 1.49, 0.13], [-0.21, -1.03, -0.02], [1.16, -2.02, 0.66], [0.93, -1.80, -1.09]], "mulliken_charge": [-0.663, 0.366, -0.872, -0.003, -0.214, 0.260, 0.314, 0.250, 0.285, 0.278]}



Copy entry 11 word for word.
{"formula": "C3H5CoO4", "method": "ωB97M-V/def2-TZVPD", "multiplicity": 6, "lumo_ev": [-5.107, -9.005], "e_tot_ev": -48996.5094, "homo_energy_ha": [-0.473, -0.560], "total_charge": 1, "mol_weight_g_mol": 164.00, "e_above_lowest_kcal_mol": 0.0, "symbols": ["C", "C", "O", "Co", "H", "H", "H", "H", "H", "O", "C", "O", "O"], "coordinates": [[1.11, 2.98, -0.52], [1.85, 2.23, -1.58], [1.39, 1.02, -1.94], [1.41, -0.61, -1.27], [1.79, 3.66, 0.01], [0.28, 3.56, -0.94], [0.67, 2.26, 0.21], [3.29, 0.59, 0.28], [2.52, 2.75, -2.29], [2.98, -0.44, -0.02], [2.37, -1.39, 0.79], [1.41, -1.92, 0.13], [2.77, -1.59, 1.92]], "lowdin_spin": [0.140, 0.719, 0.761, 2.900, 0.012, 0.035, 0.005, 0.010, 0.062, 0.133, 0.006, 0.170, 0.047]}